Entry from the OMol25 dataset: an isolated ion of composition C6H5INO and charge +1 (wB97M-V/def2-TZVPD).

Charge ... +1
LUMO energy ... -6.0660 eV
Orbital gap ... 7.11 eV
Energy above the lowest of the compared OMol25 structures with the same formula, charge and spin ... 37.0 kcal per mole
HOMO energy ... -13.18 eV

```
14
C6H5INO, DFT wB97M-V/def2-TZVPD
C 0.931 -1.072 0.073
C -0.451 -0.817 0.028
H 1.951 2.255 0.159
C -0.046 1.424 -0.030
N -0.964 0.434 -0.062
H 1.058 -2.164 0.326
H -0.763 -2.712 -0.200
C 1.265 1.294 0.084
I -3.834 -0.097 -0.309
H 2.824 -0.159 0.225
C -2.132 1.083 -0.563
O -1.245 -1.895 0.051
C 1.800 0.033 0.232
H -0.393 2.393 -0.014
```

Here are the Löwdin charges for atoms 1 to 5, given in e: 0.07, -0.28, 0.19, -0.09, -0.11

=====

Entry from the OMol25 dataset: a 2-piece molecular cluster, C6H5INO5 overall (wB97M-V/def2-TZVPD).

Charge ... -1
LUMO energy ... 3.1626 eV
Orbital gap ... 6.32 eV
Energy above the lowest of the compared OMol25 structures with the same formula, charge and spin ... 17.8 kcal per mole
HOMO energy ... -3.15 eV

```
18
C6H5INO5, DFT wB97M-V/def2-TZVPD
N 0.332 -0.178 -0.323
C 0.263 1.061 0.265
H 0.984 -2.573 -0.855
C 0.859 -0.795 2.880
O 0.922 1.510 1.177
H -1.414 2.146 0.510
C -0.748 -0.521 -1.075
I 3.229 -0.550 -1.028
C -1.611 0.736 -1.198
O -0.930 -1.573 -1.677
H -2.685 0.421 -1.026
C -0.869 1.833 -0.422
C 1.316 -1.080 0.272
O 1.977 -0.748 3.135
H -0.557 2.569 -1.220
O 1.042 -2.343 0.070
H -1.825 0.979 -2.261
O -0.285 -0.893 2.775
```

Here are the Löwdin charges for atoms 1 to 5, given in e: -0.04, -0.48, 0.06, -0.52, 0.08

=====

Entry from the OMol25 dataset: a 2-piece molecular cluster, C6H5IO2P overall (wB97M-V/def2-TZVPD).

Charge ... -1
LUMO energy (spin up / spin down) ... 3.2022 / 1.7237 eV
⟨S²⟩ ... 2.0154
Orbital gap (spin up / spin down) ... 5.70 / 6.92 eV
Multiplicity ... 3
HOMO energy (spin up / spin down) ... -2.49 / -5.20 eV

```
15
C6H5IO2P, DFT wB97M-V/def2-TZVPD
H 3.203 -0.600 -1.193
O -3.580 -0.577 -0.107
I -3.555 2.361 1.319
C 1.110 -0.722 -1.569
C -0.170 -0.354 -1.076
C 2.253 -0.227 -0.929
O -2.920 -0.734 2.409
H 0.721 0.906 1.903
C 2.189 0.249 0.328
H 1.193 -1.107 -2.529
C -0.260 0.239 0.192
P -2.899 -0.022 1.078
H 2.943 0.860 0.787
H -1.106 -0.804 -1.486
C 0.879 0.533 0.872
```

Here are the Löwdin charges for atoms 1 to 5, given in e: 0.08, -0.50, 0.13, -0.08, -0.09

=====

Entry from the OMol25 dataset: a 2-piece molecular cluster, C6H5IOS overall (wB97M-V/def2-TZVPD).

Charge ... 0
LUMO energy ... -0.8316 eV
Orbital gap ... 8.19 eV
Energy above the lowest of the compared OMol25 structures with the same formula, charge and spin ... 113.2 kcal per mole
HOMO energy ... -9.02 eV

```
14
C6H5IOS, DFT wB97M-V/def2-TZVPD
O 0.316 4.757 1.416
H -1.221 -0.309 2.778
C -0.450 2.638 -1.638
H -1.156 1.341 2.455
I -1.951 -1.293 3.585
S -0.555 4.686 0.227
C -1.053 0.780 0.292
C -1.507 0.558 -1.054
C -1.129 1.486 -1.987
C -0.455 3.260 -0.496
H 0.265 2.948 -2.372
H -1.359 1.371 -2.950
H -2.113 -0.241 -1.257
C -0.974 1.193 1.406
```

Here are the Löwdin charges for atoms 1 to 5, given in e: -0.59, -0.54, -0.19, 0.03, 0.58

=====

Entry from the OMol25 dataset: one molecule with the formula C6H5N (wB97M-V/def2-TZVPD).

Charge ... 0
LUMO energy ... 0.6641 eV
Orbital gap ... 9.79 eV
Energy above the lowest of the compared OMol25 structures with the same formula, charge and spin ... 112.3 kcal per mole
SMILES ... C#C[C@@H]1N[C@@H]1C#C
HOMO energy ... -9.12 eV

```
12
C6H5N, DFT wB97M-V/def2-TZVPD
C -1.368 -0.004 0.283
C -1.222 1.162 0.639
C -0.705 -1.093 -0.335
C 1.216 0.535 -0.430
H 1.091 -1.224 -1.693
H 0.998 2.540 0.537
C 0.796 -0.779 -0.748
N 0.444 -1.734 0.297
H 0.604 -1.307 1.207
C 0.843 1.596 0.067
H -1.237 -1.712 -1.050
H -1.461 2.021 1.226
```

Here are the Löwdin charges for atoms 1 to 5, given in e: -0.07, 0.06, -0.26, -0.07, 0.13

=====

Entry from the OMol25 dataset: one molecule with the formula C6H5N (wB97M-V/def2-TZVPD).

Charge ... 0
LUMO energy ... 0.1393 eV
Orbital gap ... 9.70 eV
Energy above the lowest of the compared OMol25 structures with the same formula, charge and spin ... 63.8 kcal per mole
SMILES ... C=C(C#N)C#CC
HOMO energy ... -9.56 eV

```
12
C6H5N, DFT wB97M-V/def2-TZVPD
N -0.798 2.070 0.524
H -2.737 -2.024 -0.288
C 1.125 -0.385 -0.300
C -1.051 0.996 0.145
C -1.324 -0.363 -0.139
H 2.012 1.351 -0.021
C -2.433 -1.023 0.070
C -0.031 -0.764 -0.512
H 3.069 0.243 -0.898
H -3.170 -0.348 0.602
C 2.390 0.269 -0.056
H 2.947 -0.023 0.871
```

Here are the Löwdin charges for atoms 1 to 5, given in e: 0.17, 0.09, -0.06, -0.22, -0.38

=====

Entry from the OMol25 dataset: one molecule with the formula C6H5N (wB97M-V/def2-TZVPD).

Charge ... 0
LUMO energy (spin up / spin down) ... 0.1147 / 0.1147 eV
Orbital gap (spin up / spin down) ... 8.33 / 8.33 eV
Energy above the lowest of the compared OMol25 structures with the same formula, charge and spin ... 104.8 kcal per mole
SMILES ... Cc1ccc2nc1-2
HOMO energy (spin up / spin down) ... -8.21 / -8.21 eV

```
12
C6H5N, DFT wB97M-V/def2-TZVPD
C 2.115 -0.361 0.140
H -1.035 -1.595 -0.143
H -1.834 1.306 -0.935
C 1.233 -1.443 -0.055
C 0.907 1.064 0.145
C -0.083 -0.994 -0.112
H -2.264 0.203 0.399
H 1.629 -2.347 -0.397
C -1.572 1.006 0.091
H -1.311 1.975 0.712
C -0.191 0.353 0.011
N 2.409 0.833 0.144
```

Here are the Löwdin charges for atoms 1 to 5, given in e: -0.11, 0.14, 0.07, -0.04, 0.04

=====

Entry from the OMol25 dataset: C6H5N2O6Sr as an isolated structure (wB97M-V/def2-TZVPD).

Charge ... +1
LUMO energy ... -3.9557 eV
Orbital gap ... 6.08 eV
HOMO energy ... -10.03 eV

```
20
C6H5N2O6Sr, DFT wB97M-V/def2-TZVPD
N -0.145 2.473 2.723
O 0.231 -2.370 2.324
C -1.945 -1.740 -1.368
C 1.664 -2.584 -4.093
C 2.900 -0.188 -0.287
H 0.852 2.448 2.575
O 2.031 -3.114 -5.043
C 0.371 -2.057 1.229
N -2.262 1.831 2.256
C 0.729 0.116 -3.470
O 0.838 0.525 -4.532
Sr 0.269 -0.280 -0.877
H -0.567 2.992 3.485
C -0.958 1.735 1.939
O 3.950 0.108 0.076
O -0.529 1.022 0.982
H -2.946 1.295 1.736
H 1.056 -2.486 -1.226
O -3.020 -2.125 -1.482
H -2.518 2.400 3.054
```

Here are the Löwdin charges for atoms 1 to 5, given in e: 0.19, 0.08, -0.04, -0.01, -0.03

=====

The evaluated largest force on an atom for the records listed, in turn: 4.1 2.4 4.5 5.0 1.4 4.2 4.5 4.0 eV/Å.